67
Properties=species:S:1:pos:R:3:forces:R:3 method="wB97M-V/def2-TZVPD" total_energy_ha=-2205.6345 lumo_ev="-6.433 / -9.798" homo_lumo_gap_ev="5.65 / 4.47" relative_energy_kcal_mol=0.0 s_squared=8.793 charge=+2 multiplicity=6
Ir 0.011 -0.110 -0.208 0.49 2.43 5.47
P 0.092 -1.342 -6.252 0.08 -0.61 -3.76
P 0.087 1.716 -6.157 -0.27 0.86 -3.48
O -1.097 -0.442 8.050 -0.41 0.38 -2.49
O -2.287 -1.297 6.423 1.61 1.80 0.33
O 0.201 1.147 1.439 0.24 -0.84 -2.27
O 2.164 4.005 5.041 1.59 2.06 -1.38
O 1.932 3.301 7.106 1.21 0.77 2.87
O -1.987 0.665 1.780 2.02 0.21 -0.68
N 1.651 3.237 5.888 -3.36 -3.55 -1.68
N -1.466 -0.459 6.858 -1.47 -2.25 2.47
C -0.892 -1.325 -1.544 0.68 -1.37 -1.54
C 1.253 -0.599 -2.871 0.52 -0.12 -0.32
C -0.746 1.427 -1.464 0.30 1.28 -0.82
C -1.596 0.886 -2.590 -0.48 0.20 -0.26
C -0.246 -0.465 -7.890 -0.34 0.63 0.44
C 0.696 2.257 5.448 -0.35 0.28 -0.70
C 0.378 2.166 4.073 -0.01 -0.24 0.57
C -0.999 -2.769 -6.659 -0.47 -0.12 1.29
C 0.322 0.947 -7.864 0.32 -0.66 0.41
C 0.683 1.449 -1.450 -0.81 1.18 -1.22
C 1.560 0.873 -2.538 0.39 -0.13 0.13
C 1.178 3.152 -6.541 0.52 0.03 1.26
C -0.873 1.036 2.175 -2.27 -0.13 2.47
C -1.534 2.492 -6.607 -0.43 -0.21 1.15
C 0.548 -1.322 -1.746 -0.82 -1.16 -0.99
C -0.920 0.511 5.946 0.90 1.36 -1.92
C -1.860 -0.627 -2.470 -0.61 0.07 0.58
C -0.626 1.277 3.659 0.54 0.15 -0.21
C -1.303 0.482 4.587 -0.11 -0.44 0.59
C 1.691 -2.059 -6.853 0.52 0.14 1.19
C 0.271 -1.589 1.126 -0.10 -1.76 0.95
C 0.057 1.422 6.376 -0.19 -0.41 0.16
H -1.872 -1.127 -3.447 0.06 0.04 0.15
H -0.862 -3.548 -5.900 -0.19 -0.03 -0.27
H 2.587 0.917 -2.155 -0.16 0.10 -0.17
H 0.332 1.465 7.425 -0.05 -0.07 -0.15
H -1.262 -2.240 -1.072 -0.02 0.33 0.06
H -1.178 1.144 -3.577 0.13 -0.10 0.35
H -1.240 2.179 -0.829 0.25 -0.46 -0.13
H -2.564 1.404 -2.526 0.32 -0.16 -0.16
H -0.652 -1.714 1.716 0.05 0.06 -0.28
H -1.338 -0.466 -8.045 0.35 0.10 0.04
H 1.009 -2.258 -1.410 0.08 0.54 0.08
H 2.012 -2.849 -6.162 0.15 0.19 -0.23
H 0.872 3.622 -7.483 -0.12 -0.25 0.21
H 1.111 3.879 -5.723 0.17 0.04 -0.28
H -0.753 -3.168 -7.651 0.13 0.25 0.23
H -2.045 -2.434 -6.648 0.23 -0.20 0.02
H -0.185 1.588 -8.602 0.29 -0.07 0.34
H 0.900 2.772 3.343 0.01 -0.03 0.17
H -2.316 1.721 -6.646 0.11 0.31 0.04
H 0.214 -1.055 -8.698 -0.27 0.03 0.37
H 2.218 -1.108 -3.018 -0.33 0.13 -0.11
H 0.523 -2.563 0.689 -0.10 0.15 0.16
H 1.402 0.959 -8.085 -0.37 -0.11 0.06
H 1.066 -1.314 1.837 -0.03 0.13 -0.43
H 2.215 2.801 -6.628 -0.23 0.19 0.06
H -1.446 2.974 -7.590 0.14 -0.16 0.36
H 1.126 2.285 -0.896 -0.07 -0.57 0.22
H 1.542 1.501 -3.438 -0.09 -0.03 0.13
H 2.457 -1.273 -6.897 -0.10 -0.31 0.03
H 0.703 -0.706 -3.823 -0.02 0.12 0.52
H -2.858 -0.764 -2.025 0.25 -0.02 -0.30
H -2.093 -0.190 4.254 0.26 0.09 0.17
H -1.795 3.244 -5.851 -0.16 -0.18 -0.24
H 1.545 -2.484 -7.854 -0.14 0.13 0.37